C18H45Cl5InN3O6 | ωB97M-V/def2-TZVPD

Atoms and positions in Å:
In  -11.6337  12.6182  11.7319
Cl  -8.1284  12.4868  11.7439
Cl  -14.4969  10.9820  12.1619
Cl  -10.4054  10.1392  14.0866
Cl  -11.9234  9.7063  9.6950
Cl  -10.0586  13.8135  14.7196
C  -10.5755  6.6600  11.7754
O  -11.9690  6.7629  12.1905
C  -12.0242  6.3880  13.5544
C  -13.3629  6.6114  14.2797
N  -13.8800  7.9234  13.9896
C  -15.1570  8.2699  14.4990
C  -16.2431  7.1847  14.3644
O  -16.4037  6.9139  12.9372
C  -17.3887  5.8282  12.5696
H  -10.1548  5.7128  12.1131
H  -10.0200  7.4412  12.2943
H  -10.4656  6.8765  10.7129
H  -11.3456  6.9877  14.1610
H  -11.7830  5.3446  13.7573
H  -13.0490  6.5967  15.3234
H  -14.0058  5.7739  14.0090
H  -13.2383  8.6746  14.1994
H  -15.4824  9.2425  14.1300
H  -14.9693  8.3176  15.5717
H  -17.1689  7.3946  14.9002
H  -15.9926  6.2769  14.9133
H  -16.9089  4.8518  12.6370
H  -17.9214  5.9516  11.6267
H  -18.2245  5.8146  13.2692
C  -7.8243  19.0172  11.3411
O  -8.3691  17.7300  11.6415
C  -9.8196  17.7874  11.6752
C  -10.2938  16.3998  12.0450
N  -10.0729  15.2755  11.0811
C  -10.3838  15.6262  9.6359
C  -9.8756  14.3917  8.7113
O  -10.1654  13.0675  9.2272
C  -9.4345  12.1503  8.4326
H  -6.9344  18.9699  10.7135
H  -7.5013  19.4049  12.3073
H  -8.4474  19.7883  10.8880
H  -10.2031  18.1938  10.7393
H  -10.1276  18.4111  12.5144
H  -11.3817  16.3951  12.1124
H  -9.9419  16.2404  13.0643
H  -9.0823  15.1343  11.2185
H  -10.0284  16.5715  9.2258
H  -11.4692  15.6667  9.7271
H  -8.7921  14.4922  8.6466
H  -10.0879  14.4651  7.6447
H  -8.3669  12.3684  8.4034
H  -9.6540  12.0649  7.3684
H  -9.5496  11.1939  8.9427
C  -13.9182  12.9876  15.1997
O  -13.4399  13.7108  14.0719
C  -14.4577  14.5874  13.5968
C  -14.1812  15.2817  12.3704
N  -14.2715  14.3686  11.2728
C  -14.2212  15.1995  10.0107
C  -13.9746  14.4111  8.7399
O  -12.8550  13.5128  8.7974
C  -12.7683  12.8390  7.5271
H  -13.1429  12.3355  15.6019
H  -14.6799  12.2725  14.8891
H  -14.2396  13.5369  16.0847
H  -14.6751  15.2933  14.3983
H  -15.3619  13.9969  13.4492
H  -13.2499  15.8251  12.5304
H  -14.9443  16.0598  12.3898
H  -15.1834  13.9348  11.2888
H  -13.4835  15.9759  10.2137
H  -15.2017  15.6029  9.7578
H  -13.9957  15.0523  7.8587
H  -14.8980  13.8377  8.6584
H  -13.6141  12.1679  7.3776
H  -11.9702  12.0981  7.5748
H  -12.4374  13.4254  6.6699

Values from the calculation:
- molar mass (g/mol) = 691.656
- electronic energy (a.u.) = -3819.35480
- HOMO energy (eV) = -2.41
- charge = -2
- lowest unoccupied orbital energy (eV) = 1.4484
- orbital gap (eV) = 3.854